Entry 1:
66
Properties=species:S:1:pos:R:3:forces:R:3 method="wB97M-V/def2-TZVPD" energy_ev=-74439.633 gap_ev=7.98 e_homo_ev=-10.3597 e_lumo_ev=-2.38 e_above_lowest_kj_mol=16.3 charge=+1
Pb 0.550194 -0.285840 -1.236256 0.1 0.0 -0.1
C 3.910352 -0.085934 0.179350 0.0 0.0 0.1
C 3.162504 -0.508737 1.435757 0.0 0.1 0.0
O 1.802583 -0.729749 1.097889 0.0 -0.2 0.0
C 0.952738 -1.104167 2.182757 0.0 0.0 0.0
C -0.109278 -0.054258 2.384044 0.0 0.0 0.0
O -0.875365 0.101091 1.199068 0.0 0.0 0.0
C -1.742920 1.219687 1.303137 0.0 0.0 0.0
C -2.394027 1.478279 -0.037859 0.0 0.0 0.0
O -1.465481 1.611513 -1.100498 0.1 0.1 0.0
C -0.889293 2.888705 -1.350017 -0.1 0.0 0.1
C 0.090865 3.378547 -0.291972 0.0 -0.1 0.0
O 0.903743 2.286303 0.104657 0.1 0.1 -0.1
C 2.156327 2.614777 0.698312 -0.1 -0.1 0.0
C 3.283480 2.218622 -0.238112 -0.1 0.0 0.0
O 3.217693 0.853433 -0.622414 -0.1 0.0 0.0
H 4.055437 -0.951938 -0.462665 0.0 0.0 0.0
H 4.894040 0.299576 0.467191 0.0 0.0 0.0
H 3.230751 0.247689 2.225321 0.0 0.0 0.0
H 3.616807 -1.430847 1.814565 0.0 0.0 0.0
H 1.529830 -1.197191 3.105637 0.0 0.0 0.0
H 0.499677 -2.069086 1.957139 0.0 0.0 0.0
H 0.360551 0.904653 2.637773 0.0 0.0 0.0
H -0.756835 -0.351979 3.216970 0.0 0.0 0.0
H -1.174699 2.089184 1.644705 0.0 0.0 0.0
H -2.529290 1.016004 2.039626 0.0 0.0 0.0
H -3.030816 2.366151 0.035138 0.0 0.0 0.0
H -3.015676 0.622487 -0.306363 0.0 0.0 0.0
H -1.678129 3.637075 -1.480483 0.0 0.0 0.0
H -0.363007 2.758923 -2.295242 0.0 0.0 0.0
H -0.422595 3.798533 0.580097 0.0 0.0 0.0
H 0.688645 4.175612 -0.747384 0.0 0.0 0.0
H 2.223504 2.068895 1.640388 0.0 0.0 0.0
H 2.213209 3.683148 0.923728 0.0 0.0 0.0
H 4.254541 2.444328 0.214780 0.0 0.0 0.0
H 3.190108 2.793256 -1.161521 0.1 0.0 0.0
Cl 2.411363 -7.310464 1.370938 0.0 0.0 0.0
C 1.678645 -5.853849 0.782308 0.0 0.0 0.1
C 0.407184 -5.491065 1.235340 0.0 0.0 0.0
C -0.178711 -4.340557 0.773037 0.0 0.0 0.0
Cl -1.758653 -3.897682 1.348336 0.0 0.0 0.0
C 0.451714 -3.466585 -0.157211 0.0 0.0 0.0
O -0.157011 -2.403227 -0.560133 0.0 0.0 0.0
C 1.744544 -3.868086 -0.588942 -0.1 0.0 0.0
C 2.527152 -3.115429 -1.545326 0.0 0.0 0.0
O 2.302389 -2.000962 -2.003795 -0.1 0.0 0.1
C 2.326618 -5.059569 -0.122024 0.1 0.0 0.0
H -0.115094 -6.116091 1.946884 0.0 0.0 0.0
H 3.444332 -3.631851 -1.878500 0.0 0.0 0.0
H 3.306326 -5.348332 -0.484423 0.0 0.0 0.0
C -1.851193 1.065210 -5.892859 0.0 0.0 0.0
N -2.146363 0.117839 -4.821969 0.0 0.0 0.0
C -3.259327 -0.656673 -4.827076 0.0 0.0 0.0
C -3.522045 -1.538386 -3.841757 0.0 0.0 0.0
C -2.568651 -1.631456 -2.781768 0.0 0.1 0.0
N -1.480657 -0.867018 -2.780150 0.0 -0.1 0.0
C -1.233612 0.016821 -3.776821 0.0 0.0 -0.1
O -0.219751 0.716753 -3.779357 0.0 0.0 0.1
N -2.738616 -2.462447 -1.755467 0.0 0.0 0.0
H -2.632912 0.997662 -6.644430 0.0 0.0 0.0
H -0.887568 0.832798 -6.339354 0.0 0.0 0.0
H -1.809363 2.077521 -5.496900 0.0 0.0 0.0
H -3.921690 -0.526145 -5.671938 0.0 0.0 0.0
H -4.409395 -2.151588 -3.861158 0.0 0.0 0.0
H -3.519941 -3.091784 -1.725086 0.0 0.0 0.0
H -1.973633 -2.561948 -1.086942 0.0 0.0 0.0



Entry 2:
61
Properties=species:S:1:pos:R:3:forces:R:3 method="wB97M-V/def2-TZVPD" multiplicity=4 energy_ev=-94029.899 gap_ev="6.65 / 4.64" e_homo_ev="-7.5513 / -5.6306" e_lumo_ev="-0.90 / -0.99" s2=4.118
Mn 12.758214 13.304666 7.906443 0.4 -0.4 0.5
C 8.998235 12.037512 9.808550 1.0 -1.0 -0.6
Si 9.569575 12.015135 7.947747 -1.5 -3.9 2.4
C 7.967899 11.875463 7.013159 -0.6 0.0 -0.2
C 10.382341 10.341303 7.588638 0.9 -0.5 -1.3
C 9.601322 9.222250 7.841122 -0.3 -0.2 1.2
C 10.062377 7.894723 7.769726 1.1 0.6 -1.5
C 11.187469 7.630678 6.932403 -0.7 1.7 0.6
C 11.892984 8.793161 6.451446 -1.9 -1.3 1.7
C 11.605916 10.102124 6.899223 0.1 -0.4 -0.1
Si 12.953603 11.409758 6.617428 0.4 0.2 -1.2
C 14.684341 10.576048 6.531718 -1.7 -0.3 0.8
C 12.786778 11.961398 4.789857 -0.8 -0.6 -0.1
H 8.524710 11.068142 10.130373 0.2 1.0 -0.5
H 8.349750 12.889850 9.979616 -0.2 0.1 0.2
H 9.908220 12.120090 10.422741 -0.3 0.2 0.0
H 7.210621 11.398936 7.660007 0.4 -0.1 -0.3
H 8.041799 11.353934 6.060498 0.1 -0.2 0.1
H 7.553299 12.833106 6.775966 -0.4 0.7 -0.1
H 8.608966 9.435384 8.241835 0.1 -0.5 0.3
H 9.562584 7.133460 8.338617 -0.4 -0.4 -0.3
H 11.486287 6.595711 6.657159 -0.1 1.0 0.3
H 12.666760 8.563428 5.780677 1.3 0.2 -0.7
H 15.392378 11.056031 7.179205 0.4 0.0 0.5
H 14.994749 10.657081 5.519980 0.5 -0.3 -1.0
H 14.471728 9.533246 6.827042 0.7 0.3 -0.1
H 13.028246 11.118007 4.148570 0.2 -0.3 -0.2
H 13.365596 12.792941 4.430633 0.6 0.5 0.1
H 11.757900 12.195573 4.539585 -0.4 0.2 0.1
N 14.406071 14.346514 6.834251 0.1 0.5 0.9
C 14.085889 15.750268 6.453341 0.2 -0.1 0.2
C 13.908517 16.631043 7.718798 -0.3 1.1 -1.0
C 12.745774 16.317800 8.637120 -1.3 -0.3 -0.1
N 12.900540 15.007780 9.293808 1.2 0.2 0.1
H 15.162784 14.371197 7.523890 -0.2 -0.1 -0.1
H 14.793594 13.818611 6.073334 -0.1 -0.2 -0.6
H 13.146004 15.722350 5.887500 0.1 0.1 0.1
H 14.865645 16.163305 5.766423 -0.5 -0.1 0.7
H 13.697401 17.658526 7.352635 0.2 -0.5 0.1
H 14.834521 16.742278 8.270806 0.4 -0.3 0.2
H 11.841718 16.247643 8.010410 0.1 -0.1 0.0
H 12.490593 17.154751 9.325018 0.7 -0.4 -0.2
H 12.218405 14.775959 10.003567 -0.1 0.3 0.0
H 13.834701 14.957555 9.726043 -0.7 -0.1 0.0
F 5.408225 18.228284 5.022233 1.4 0.6 0.3
C 6.651053 18.529149 5.545049 -1.1 0.9 0.3
F 7.438923 19.039326 4.563192 -1.2 0.4 0.5
F 6.437391 19.513175 6.506106 0.4 -1.3 -1.4
C 7.317990 17.314988 6.059985 0.9 -1.0 2.2
C 8.129283 16.635752 5.183463 0.1 -0.1 -1.0
C 8.897639 15.556533 5.603478 1.1 -0.4 -0.7
C 8.897551 15.045448 6.897795 -0.7 0.4 0.2
C 7.968489 15.685009 7.755354 -0.4 -0.4 1.2
C 7.276232 16.842237 7.413853 -0.6 0.2 -1.3
C 9.833428 14.014499 7.348015 1.4 0.8 -0.4
C 10.834881 13.260891 7.667326 -1.0 3.5 -1.1
H 8.155387 16.977635 4.126587 0.2 -0.5 0.9
H 9.601243 15.122407 4.895888 -0.2 0.0 0.0
H 7.729756 15.216134 8.731935 0.6 0.6 -0.5
H 6.628451 17.355888 8.136861 0.3 -0.4 -0.3
Cl 13.479509 11.659424 9.389468 0.1 0.2 0.5